# 1
This record from OMol25 describes 5 unconnected molecules or ions with the total composition C3H16NO4 at a distorted geometry. The level of theory is ωB97M-V with the def2-TZVPD basis set.

Results
LUMO level (Ha): -0.11162
Net charge: +1

Atoms and positions in Å:
O: -0.92 0.20 2.43
H: -0.18 0.10 0.72
O: 0.49 -2.87 0.90
H: -1.25 0.90 -0.19
H: -0.78 0.47 3.35
C: 0.77 0.61 -0.94
H: 1.19 -3.38 0.47
C: 1.02 0.15 -2.14
H: -0.24 -2.86 -0.88
N: -0.49 0.21 -0.26
H: 2.03 2.32 -1.00
H: -0.85 -0.68 -0.62
H: 0.52 -3.19 1.81
H: 0.68 2.45 0.09
H: -1.54 2.62 1.38
H: -2.20 3.47 0.33
O: -0.75 -2.38 -1.56
O: -1.52 2.80 0.43
H: -0.56 -0.70 2.52
H: -1.31 -3.07 -1.93
C: 1.46 1.77 -0.26
H: 1.96 0.16 -2.66
H: 0.36 -0.60 -2.56
H: 2.09 1.49 0.58

These are the Löwdin partial charges, in e, on atoms 1 to 2: O -0.044; H 0.102

# 2
This record from OMol25 describes 3 unconnected molecules or ions with the total composition C4H12N2O2 at a distorted geometry. The level of theory is ωB97M-V with the def2-TZVPD basis set.

Results
LUMO level (Ha): -0.07509

Atoms and positions in Å:
H: 0.13 -1.24 -1.56
H: 2.28 1.55 -0.22
H: 0.37 -2.15 -0.15
H: -1.48 -1.13 1.18
H: -1.29 -0.27 -3.08
H: 0.71 0.31 -2.22
H: 0.61 1.00 1.70
C: -1.21 -0.10 1.45
H: 0.83 -0.73 1.90
H: -1.86 1.77 0.85
N: -2.00 0.80 0.64
H: -1.99 0.61 -0.35
H: 0.22 0.66 -0.71
O: 3.21 -0.22 0.01
O: -1.03 0.12 -2.24
C: 0.80 -0.09 -0.14
C: 2.23 0.44 -0.14
H: -1.51 0.03 2.50
N: 0.68 -1.39 -0.74
C: 0.31 0.03 1.31

These are the Löwdin partial charges, in e, on atoms 1 to 2: H 0.008; H 0.126